C4H3NO | ωB97M-V with the def2-TZVPD basis set

```
9
Properties=species:S:1:pos:R:3:forces:R:3:lowdin_charge:R:1
C 0.65517 0.28683 0.71016 -0.9 1.2 0.6 -0.051
C 1.01372 -0.97490 0.34831 5.0 -1.1 -1.3 -0.131
C -0.71147 0.27368 0.67933 -1.8 -2.2 0.3 -0.129
C -1.03335 -1.10543 0.30159 -1.4 4.6 0.2 -0.278
N -2.04610 -0.23692 0.48960 -0.8 -0.6 -0.3 0.178
O -0.00750 -1.75812 -0.08694 -0.6 -1.6 0.4 0.137
H 1.19362 1.15916 1.06314 0.5 -0.5 -0.3 0.111
H 1.96424 -1.41424 0.04778 -0.1 0.3 0.4 0.124
H -3.53534 0.73092 -1.26150 0.0 0.0 0.0 0.039
```
Forces are in eV/Å.

Calculated values
relative energy (zero: lowest compared OMol25 entry of this formula, charge and spin) = 857.8 kJ/mol
E_HOMO (alpha / beta) = -0.2549 / -0.3391 Ha